(1)
ORCA calculation (ωB97M-V/def2-TZVPD) on a single C21H24N4O2 molecule.

The geometry in ORCA input format:
```
! wB97M-V def2-TZVPD RIJCOSX def2/J DEFGRID3
* xyz 0 1
C 2.815 -2.089 -1.564
C 2.549 -0.613 -1.290
C 2.045 0.129 -2.529
N 0.694 -0.252 -2.875
C -0.306 0.643 -2.995
O -0.142 1.841 -2.923
C -1.684 0.027 -3.248
C -2.063 -1.035 -2.206
N -1.609 -0.675 -0.884
C -1.577 0.595 -0.387
C -0.889 0.541 0.806
C -0.574 1.610 1.737
C -0.777 2.946 1.408
C -0.476 3.954 2.306
C 0.039 3.640 3.559
O 0.367 4.550 4.521
C 0.172 5.915 4.248
C 0.254 2.300 3.891
C -0.047 1.303 2.993
N -0.504 -0.744 1.032
C -0.943 -1.459 0.022
C -0.742 -2.893 -0.057
C -1.645 -3.778 -0.651
C -1.338 -5.129 -0.661
N -0.241 -5.639 -0.129
C 0.596 -4.807 0.473
C 0.398 -3.441 0.540
H 3.512 -2.204 -2.391
H 3.247 -2.563 -0.686
H 1.899 -2.624 -1.807
H 1.820 -0.506 -0.484
H 3.475 -0.137 -0.966
H 2.019 1.205 -2.347
H 2.710 -0.070 -3.377
H 0.509 -1.238 -2.961
H -2.402 0.847 -3.243
H -1.698 -0.424 -4.242
H -1.608 -1.995 -2.465
H -3.152 -1.165 -2.205
H -2.029 1.416 -0.899
H -1.162 3.209 0.435
H -0.645 4.979 2.015
H 0.492 6.444 5.145
H 0.778 6.247 3.399
H -0.881 6.141 4.053
H 0.658 2.073 4.864
H 0.116 0.266 3.244
H -2.583 -3.438 -1.060
H -2.011 -5.843 -1.118
H 1.470 -5.266 0.915
H 1.094 -2.789 1.041
*
```

Lowest unoccupied orbital energy = 0.361 eV
Energy relative to the best compared isomer or geometry (same formula, charge and spin) = 1.482 eV
Gap between HOMO and LUMO = 7.9 eV
SMILES = CCCNC(=O)CCn1cc(-c2ccc(OC)cc2)nc1-c1ccncc1

Atom charges from the Mulliken analysis, given in e for atoms 1 to 8: C -1.27; C 0.18; C -0.90; N -0.07; C 0.56; O -0.67; C -0.89; C -0.96

---

(2)
ORCA calculation (ωB97M-V/def2-TZVPD) on a single C21H24N4O5S molecule in a non-equilibrium geometry.

The geometry in ORCA input format:
```
! wB97M-V def2-TZVPD RIJCOSX def2/J DEFGRID3
* xyz 0 1
C -7.451 -2.025 1.012
N -6.065 -1.650 0.839
C -5.870 -0.216 0.944
C -4.374 0.104 0.899
N -3.811 -0.399 -0.333
C -3.314 0.296 -1.367
O -2.944 -0.229 -2.402
C -3.160 1.818 -1.195
N -2.050 2.133 -0.334
C -2.156 2.802 0.867
O -3.176 3.160 1.389
O -0.910 2.977 1.377
C -0.018 2.421 0.505
C 1.355 2.355 0.585
C 1.994 1.721 -0.469
S 3.774 1.556 -0.405
O 4.298 2.583 0.448
O 4.274 1.424 -1.741
N 3.896 0.083 0.381
C 4.615 -0.997 -0.267
C 6.080 -1.045 0.088
C 6.705 -2.256 0.354
C 8.050 -2.295 0.675
C 8.782 -1.122 0.740
C 8.164 0.090 0.478
C 6.819 0.129 0.152
C 1.315 1.176 -1.545
C -0.068 1.243 -1.627
C -0.719 1.877 -0.583
C -4.026 -1.827 -0.476
C -5.521 -2.132 -0.417
H -7.531 -3.110 0.977
H -8.108 -1.597 0.240
H -7.792 -1.682 1.988
H -6.280 0.125 1.897
H -6.384 0.327 0.129
H -4.221 1.174 1.019
H -3.883 -0.414 1.730
H -4.053 2.286 -0.777
H -2.968 2.227 -2.192
H 1.921 2.779 1.396
H 4.158 0.219 1.345
H 4.504 -0.822 -1.340
H 4.127 -1.943 -0.011
H 6.135 -3.174 0.306
H 8.527 -3.243 0.879
H 9.831 -1.151 0.993
H 8.730 1.008 0.524
H 6.338 1.073 -0.057
H 1.893 0.711 -2.327
H -0.615 0.815 -2.451
H -3.604 -2.142 -1.431
H -3.517 -2.342 0.344
H -5.672 -3.212 -0.471
H -6.021 -1.666 -1.285
*
```

Lowest unoccupied orbital energy = 0.552 eV
Energy relative to the best compared isomer or geometry (same formula, charge and spin) = 2.355 eV
Gap between HOMO and LUMO = 9.4 eV
SMILES = CN1CCN(C(=O)Cn2c(=O)oc3cc(S(=O)(=O)NCc4ccccc4)ccc32)CC1

Atom charges from the Mulliken analysis, given in e for atoms 1 to 8: C -1.07; N -0.10; C -0.81; C -0.46; N 0.09; C 1.21; O -0.69; C -1.43

---

(3)
ORCA calculation (ωB97M-V/def2-TZVPD) on a molecular structure, C21H25As2INRhS.

The geometry in ORCA input format:
```
! wB97M-V def2-TZVPD RIJCOSX def2/J DEFGRID3
* xyz 2 1
Rh -0.084 -0.214 -0.647
C 3.510 0.116 -1.718
As 2.301 0.140 -0.217
C 3.056 -1.127 1.035
C 2.569 1.819 0.698
C 3.809 2.154 1.230
C 3.934 3.298 2.005
C 2.829 4.101 2.254
C 1.595 3.785 1.702
C 1.475 2.649 0.913
As -0.115 2.183 -0.053
C -1.610 3.087 0.759
C 0.120 3.133 -1.730
H 4.530 0.171 -1.340
H 3.313 0.966 -2.367
H 3.378 -0.810 -2.274
H 4.024 -0.766 1.375
H 3.186 -2.092 0.549
H 2.384 -1.226 1.886
H 4.677 1.527 1.064
H 4.896 3.557 2.428
H 2.930 4.982 2.874
H 0.746 4.432 1.883
H -1.433 4.161 0.724
H -1.741 2.770 1.792
H -2.507 2.858 0.185
H 0.417 4.159 -1.515
H -0.815 3.130 -2.288
H 0.893 2.644 -2.320
I -4.689 -0.671 -4.394
C -4.008 -0.341 -2.468
C -4.883 -0.169 -1.403
C -4.365 0.053 -0.134
C -2.997 0.096 0.036
N -2.150 -0.086 -0.991
C -2.644 -0.291 -2.220
H -5.953 -0.203 -1.561
H -5.018 0.196 0.716
H -2.552 0.267 1.007
H -1.925 -0.424 -3.017
S 0.549 -2.236 -0.939
C -0.326 -3.454 -0.121
C 0.366 -4.674 0.056
C -0.258 -5.734 0.677
C -1.574 -5.596 1.106
C -2.273 -4.400 0.922
C -1.657 -3.329 0.320
H 1.382 -4.766 -0.307
H 0.267 -6.668 0.821
H -2.069 -6.431 1.584
H -3.299 -4.322 1.253
H -2.191 -2.402 0.169
*
```

Lowest unoccupied orbital energy (spin up / spin down) = -8.665 / -8.643 eV
Energy relative to the best compared isomer or geometry (same formula, charge and spin) = 0.408 eV
Gap between HOMO and LUMO (spin up / spin down) = 5.7 / 5.7 eV

Atom charges from the Mulliken analysis, given in e for atoms 1 to 8: Rh 0.06; C -1.13; As 0.88; C -1.15; C -0.11; C -0.54; C -0.80; C -0.65